Computed, not measured: the molecule C4H6N2, with ωB97M-V/def2-TZVPD.

Each line ends with the Mulliken charge.
CARTESIAN COORDINATES (ANGSTROEM)
N (1.14580, -0.95884, 0.57187)  -0.374
N (0.62978, 0.00623, 1.48355)  -0.400
C (-0.77304, -0.05624, -0.41200)  0.260
C (-0.46570, 0.47645, 0.94382)  -0.243
C (-0.66520, 1.13490, -1.47593)  -1.190
C (0.46111, -0.99017, -0.52763)  -0.279
H (-0.77952, 0.79466, -2.46337)  0.363
H (-1.02435, 1.35943, 1.36528)  0.359
H (-1.65668, -0.58951, -0.43375)  0.413
H (0.69058, -1.72096, -1.30733)  0.407
H (0.36764, 1.53349, -1.46004)  0.340
H (-1.36969, 1.90151, -1.25833)  0.343

Output
**LUMO**: 0.464 eV
**Spin multiplicity**: 1
**DFT total energy**: -7223.493 eV
**Orbital gap**: 10.54 eV
**SMILES**: CC1C=NN=C1